# 1
# C3H11N

A 2-piece molecular cluster, C3H11N overall (the ωB97M-V functional and the def2-TZVPD basis, the Open Molecules 2025 dataset).

Structure (ORCA input):
```
! RIJCOSX wB97M-V def2-TZVPD def2/J DEFGRID3
* xyz 0 1
N -1.16808 -1.09472 -4.21218
H -0.25371 -1.51876 -4.16221
H -1.15880 -0.16841 -3.81333
H -1.41045 -1.01827 -5.19863
C -0.57562 -0.25738 0.96065
C 0.84730 -0.00407 1.41022
C 0.96123 1.21307 2.32729
H -1.27642 -0.27541 1.79105
H -0.67605 -1.17111 0.36564
H -0.94602 0.50536 0.26550
H 1.52158 0.07504 0.55894
H 1.19056 -0.88771 1.95231
H 1.95684 1.64466 2.33716
H 0.26366 1.99934 2.05268
H 0.72399 0.95837 3.36491
*
```

Output
Structure (SMILES): CCC.N
ΔE to the lowest compared entry with this formula, charge and spin (kcal per mole): 0.0
Frontier orbital gap (eV): 11.06
HOMO energy (Eh): -0.36967

# 2
# C3H11N2

A 2-piece molecular cluster, C3H11N2 overall (the ωB97M-V functional and the def2-TZVPD basis, the Open Molecules 2025 dataset).

Structure (ORCA input):
```
! RIJCOSX wB97M-V def2-TZVPD def2/J DEFGRID3
* xyz 1 1
C -1.57346 0.63412 0.28327
C -0.37959 -1.45714 0.16955
C 0.82233 0.65129 0.12118
N 2.01112 -0.06844 0.03793
N -0.36999 -0.00885 -0.31032
H -1.72838 0.22684 1.34795
H -1.57772 1.63463 0.27062
H -2.63048 0.34250 -0.11416
H -1.21351 -1.90629 -0.41506
H 0.63372 -1.91198 -0.17985
H -0.28144 -1.56754 1.19808
H 1.14776 2.71302 -1.67201
H 0.51471 1.19536 1.14538
H 2.96096 0.16918 0.31932
H 2.12704 -0.61259 -0.85328
H -0.46306 -0.03412 -1.34860
*
```

Output
ΔE to the lowest compared entry with this formula, charge and spin (kcal per mole): 147.3
Frontier orbital gap (spin up / spin down) (eV): 10.07 / 8.56
HOMO energy (spin up / spin down) (Eh): -0.52180 / -0.45559

# 3
# C3H11N2

C3H11N2 as an isolated structure (the ωB97M-V functional and the def2-TZVPD basis, the Open Molecules 2025 dataset).

Structure (ORCA input):
```
! RIJCOSX wB97M-V def2-TZVPD def2/J DEFGRID3
* xyz 1 1
C 1.74432 1.47075 0.51795
C -1.23195 -1.69626 -1.10148
C -0.46274 -0.25176 0.74589
N 0.33572 1.54291 0.74949
N -0.66982 -0.39072 -0.68890
H 1.94957 1.15347 -0.50513
H 2.10269 2.49948 0.62028
H 2.31335 0.85270 1.22090
H -1.36548 -1.72516 -2.17944
H -0.55213 -2.49532 -0.80665
H -2.19387 -1.85921 -0.61899
H -1.36557 -0.14479 1.32381
H 0.28485 -0.91381 1.15620
H 0.14919 1.82295 1.70753
H -1.27605 0.38417 -0.98718
H 0.23790 -0.24942 -1.15428
*
```

Output
ΔE to the lowest compared entry with this formula, charge and spin (kcal per mole): 62.7
Frontier orbital gap (eV): 10.33
HOMO energy (Eh): -0.50796

# 4
# C3H11N2

An isolated ion of composition C3H11N2 and charge +1 (the ωB97M-V functional and the def2-TZVPD basis, the Open Molecules 2025 dataset).

Structure (ORCA input):
```
! RIJCOSX wB97M-V def2-TZVPD def2/J DEFGRID3
* xyz 1 1
C 0.43951 1.36378 -0.42978
N -0.95570 1.75723 -0.54485
C 0.63705 -0.21111 -0.73058
N -0.47762 -0.92456 0.23745
C 0.20307 -1.75964 1.30180
H 1.11395 1.82355 -1.07484
H 0.84094 1.85037 0.49738
H -1.36457 1.79777 -1.51147
H -1.43311 2.56345 -0.02763
H 0.43729 -0.21618 -1.81147
H 1.62208 -0.51711 -0.46885
H -1.05345 -1.61343 -0.36515
H -1.22295 -0.07627 0.42649
H 0.12808 -1.21943 2.25207
H -0.26008 -2.75701 1.22977
H 1.34551 -1.86140 1.01968
*
```

Output
Structure (SMILES): C[NH2+]CCN
ΔE to the lowest compared entry with this formula, charge and spin (kcal per mole): 46.7
Frontier orbital gap (eV): 10.82
HOMO energy (Eh): -0.51453

What is the formula in the third record?
C3H11N2

The highest ΔE to the lowest compared entry with this formula, charge and spin belongs to which entry?
number 2

Among the records above, which one has the lowest ΔE to the lowest compared entry with this formula, charge and spin?
C3H11N

The highest ΔE to the lowest compared entry with this formula, charge and spin belongs to which entry?
number 2